111
Properties=species:S:1:pos:R:3 method="wB97M-V/def2-TZVPD" fmax_ev_per_a=2.21 e_tot_ev=-72182.49830 smiles="COC(=O)OC.COC(=O)OC.COC(=O)OC.CNC(C)=O.CNC(C)=O.CNC(C)=O.CNC(C)=O.CC(N)=O.CC(N)=O.CC(N)=O" gap_ev=9.05 multiplicity=1
C -20.432 -6.428 14.812
O -19.565 -7.557 14.882
C -19.230 -8.146 13.745
O -19.539 -7.753 12.644
O -18.466 -9.182 14.031
C -17.884 -9.928 12.958
H -20.220 -5.863 15.716
H -21.474 -6.717 14.697
H -20.223 -5.745 13.987
H -17.123 -9.312 12.487
H -18.659 -10.222 12.251
H -17.448 -10.836 13.367
C -21.471 -9.596 9.660
O -21.586 -8.227 9.273
C -20.864 -7.723 8.300
O -20.872 -6.548 8.025
O -20.088 -8.627 7.716
C -19.186 -8.238 6.699
H -21.704 -10.248 8.816
H -22.108 -9.913 10.479
H -20.415 -9.690 9.914
H -19.418 -7.285 6.227
H -19.113 -9.063 5.995
H -18.204 -8.127 7.167
C -17.959 -4.279 5.516
O -17.248 -3.886 6.677
C -16.338 -4.734 7.137
O -16.254 -5.902 6.807
O -15.676 -4.197 8.136
C -14.732 -5.015 8.813
H -18.310 -5.304 5.637
H -17.349 -4.238 4.614
H -18.843 -3.656 5.404
H -14.009 -4.325 9.240
H -14.193 -5.711 8.175
H -15.169 -5.630 9.601
C -15.306 -12.567 10.431
N -14.205 -11.829 11.040
C -13.052 -11.475 10.419
C -12.691 -12.088 9.104
O -12.236 -10.753 10.981
H -15.618 -12.128 9.482
H -16.225 -12.666 11.010
H -15.106 -13.621 10.214
H -14.413 -11.522 11.975
H -13.454 -12.648 8.562
H -11.862 -12.782 9.267
H -12.256 -11.418 8.363
C -15.660 -13.243 3.701
N -16.205 -12.078 4.404
C -15.746 -11.639 5.582
C -16.339 -10.337 6.030
O -14.807 -12.164 6.177
H -15.396 -13.970 4.463
H -14.738 -12.957 3.187
H -16.307 -13.540 2.881
H -16.880 -11.494 3.945
H -15.502 -9.715 6.368
H -16.924 -10.403 6.944
H -16.817 -9.644 5.338
C -17.510 -0.740 9.645
N -18.274 -1.984 9.485
C -18.332 -2.964 10.411
C -19.072 -4.228 9.952
O -17.873 -2.853 11.534
H -17.208 -0.435 8.648
H -16.635 -0.740 10.295
H -18.176 -0.085 10.214
H -18.706 -2.117 8.590
H -19.848 -4.033 9.207
H -19.599 -4.600 10.829
H -18.471 -5.003 9.479
C -13.348 -8.421 7.893
N -12.640 -8.114 9.100
C -11.921 -7.006 9.348
C -11.340 -6.903 10.733
O -11.777 -6.118 8.517
H -13.472 -9.483 7.684
H -12.933 -7.891 7.036
H -14.376 -8.040 7.948
H -12.584 -8.773 9.863
H -11.873 -6.070 11.196
H -10.290 -6.615 10.734
H -11.483 -7.760 11.391
C -20.100 -13.428 8.518
C -19.315 -12.208 8.133
N -18.645 -11.617 9.152
O -19.114 -11.841 6.988
H -20.892 -13.364 9.265
H -19.435 -14.194 8.934
H -20.520 -13.952 7.659
H -17.955 -10.914 8.898
H -18.585 -12.039 10.060
C -16.228 -5.261 12.958
C -14.858 -5.918 12.909
N -14.274 -6.242 14.065
O -14.296 -6.159 11.835
H -16.251 -4.336 13.536
H -17.048 -5.898 13.292
H -16.449 -4.972 11.932
H -13.352 -6.635 13.951
H -14.707 -6.006 14.939
C -17.408 -7.449 10.030
C -16.492 -8.654 10.022
N -15.389 -8.570 10.782
O -16.651 -9.610 9.271
H -16.980 -6.654 10.636
H -18.421 -7.721 10.322
H -17.439 -7.030 9.021
H -14.888 -9.423 10.982
H -15.076 -7.747 11.297